[1]
{"formula": "C2Cl2O", "method": "ωB97M-V/def2-TZVPD", "elements": ["C", "C", "O", "Cl", "Cl"], "positions_angstrom": [[0.879, -0.413, 0.367], [-1.070, 0.079, -0.472], [1.833, 0.114, 0.057], [-2.263, -0.938, 0.096], [-1.235, 1.673, 0.090]], "forces_ev_per_a": [[0.3, -0.4, 0.2], [-0.7, 0.9, 0.9], [-0.2, 0.1, -0.1], [0.0, -1.0, -0.4], [0.5, 0.4, -0.6]], "lumo_energy_ev": [0.850, -2.223], "multiplicity": 3, "total_charge": 0, "energy_ha": -1071.673478, "gap_ev": [9.0, 9.3], "s2": 2.013, "molar_mass_g_mol": 110.9}

[2]
{"formula": "C2Cl3FN4", "method": "ωB97M-V/def2-TZVPD", "elements": ["C", "C", "N", "N", "N", "N", "F", "Cl", "Cl", "Cl"], "positions_angstrom": [[-2.096, 0.007, -0.398], [2.159, -0.155, -0.085], [-2.181, 0.241, 0.931], [-0.850, 0.058, -0.856], [-0.980, 0.133, 1.367], [-0.190, 0.097, 0.302], [-3.148, -0.068, -1.143], [2.215, -0.738, -1.647], [2.622, -1.028, 1.332], [2.448, 1.454, 0.197]], "forces_ev_per_a": [[1.2, 1.8, 1.0], [-1.3, 0.2, 1.8], [-1.9, -1.6, -1.0], [-0.7, -1.0, 0.9], [2.3, 0.8, -0.3], [1.8, -0.5, -0.5], [-0.8, 0.0, -0.8], [-0.3, -0.2, 0.6], [-0.4, -0.7, -1.1], [0.2, 1.2, -0.6]], "lumo_energy_ev": [-2.725, -2.726], "total_charge": 0, "energy_ha": -1775.511143, "gap_ev": [6.7, 6.7], "molar_mass_g_mol": 205.4}

[3]
{"formula": "C2Cl6Si", "method": "ωB97M-V/def2-TZVPD", "elements": ["C", "C", "Si", "Cl", "Cl", "Cl", "Cl", "Cl", "Cl"], "positions_angstrom": [[0.011, -0.698, -0.086], [-0.389, -0.949, 1.149], [0.291, 1.028, -0.784], [0.645, -2.063, -0.943], [-0.606, -2.470, 1.894], [-0.923, 0.403, 2.036], [1.494, 2.140, 0.417], [1.074, 0.730, -2.686], [-1.599, 1.878, -0.997]], "forces_ev_per_a": [[3.1, 1.3, -9.0], [-2.6, -1.6, 9.0], [-0.8, -1.2, -0.7], [-0.2, 0.8, 0.3], [-0.1, 0.4, -0.4], [-0.1, -0.3, 0.2], [0.0, 0.2, -0.3], [-0.2, 0.4, 0.8], [0.9, 0.0, 0.0]], "lumo_energy_ev": [0.350, -3.331], "multiplicity": 3, "total_charge": 0, "energy_ha": -3126.874105, "gap_ev": [6.8, 7.9], "s2": 2.007, "molar_mass_g_mol": 264.8}

[4]
{"formula": "C2ClF2N", "method": "ωB97M-V/def2-TZVPD", "elements": ["C", "C", "N", "F", "F", "Cl"], "positions_angstrom": [[-0.313, 1.219, 1.019], [0.306, -0.958, -0.846], [-0.487, 2.208, 1.591], [-0.879, -1.502, -1.232], [0.998, -1.854, -0.217], [1.163, -0.122, -2.034]], "forces_ev_per_a": [[0.3, -1.2, -0.9], [-1.6, -0.9, -0.4], [0.0, 0.1, 0.1], [1.7, 1.3, 0.7], [-0.1, 0.4, 0.5], [-0.2, 0.3, 0.1]], "lumo_energy_ev": [-2.205, -3.759], "total_charge": 0, "energy_ha": -790.700620, "gap_ev": [9.9, 6.6], "molar_mass_g_mol": 111.5}

[5]
{"formula": "C2ClF3O3S", "method": "ωB97M-V/def2-TZVPD", "elements": ["C", "C", "O", "O", "O", "F", "F", "F", "S", "Cl"], "positions_angstrom": [[0.057, 0.281, -0.338], [-1.386, -0.343, -0.279], [1.464, -0.513, 1.974], [2.541, 1.073, 0.335], [1.086, -0.697, -0.607], [-2.329, 0.543, 0.126], [-1.903, -0.974, -1.333], [-1.253, -1.149, 0.870], [1.507, 0.159, 0.722], [0.216, 1.621, -1.472]], "forces_ev_per_a": [[0.2, 0.7, -1.5], [-0.7, 0.2, 3.6], [0.0, 0.1, -0.5], [-0.6, -0.5, 0.8], [0.4, -0.6, 1.0], [1.0, 0.1, -0.9], [1.5, 0.2, 0.9], [-0.3, -0.1, -2.1], [-0.6, 0.1, -1.4], [-0.7, -0.2, 0.2]], "lumo_energy_ev": -0.515, "total_charge": 0, "energy_ha": -1459.819409, "gap_ev": 11.2, "smiles": "O=S1(=O)O[C@@]1(Cl)C(F)(F)F", "molar_mass_g_mol": 196.5}

[6]
{"formula": "C2ClF4NO", "method": "ωB97M-V/def2-TZVPD", "elements": ["C", "C", "N", "O", "F", "F", "F", "F", "Cl"], "positions_angstrom": [[0.357, -0.921, 1.257], [-0.509, -1.144, 0.159], [-0.094, 1.828, -1.041], [1.161, -1.619, 1.735], [-0.073, 0.315, 1.870], [-1.508, -0.281, -0.060], [0.630, 2.943, -0.830], [0.411, 1.242, -2.124], [-0.374, -2.362, -0.966]], "forces_ev_per_a": [[-1.9, 2.2, 1.1], [-1.3, 0.9, -1.0], [-0.7, 0.2, 0.9], [1.2, -0.5, 0.4], [1.0, -1.8, -0.7], [0.7, -0.8, 0.1], [0.2, -0.3, -0.5], [0.6, 0.2, -0.4], [0.2, -0.2, 0.1]], "lumo_energy_ev": [-0.929, -2.005], "total_charge": 0, "energy_ha": -1065.647115, "gap_ev": [8.8, 9.2], "molar_mass_g_mol": 165.5}

[7]
{"formula": "C2ClF5", "method": "ωB97M-V/def2-TZVPD", "elements": ["C", "C", "F", "F", "F", "F", "F", "Cl"], "positions_angstrom": [[-0.317, 0.141, -0.584], [0.431, -0.048, 0.702], [0.025, 1.315, -1.156], [-1.685, 0.135, -0.548], [-0.004, -0.838, -1.426], [-0.494, -0.260, 1.664], [1.174, -1.186, 0.573], [1.477, 1.273, 1.229]], "forces_ev_per_a": [[-1.8, 1.1, -3.4], [0.5, -1.2, 2.4], [-0.1, -0.4, 0.2], [1.4, 0.1, 1.0], [0.2, 0.0, -0.2], [0.4, -0.1, -0.1], [-0.4, 0.9, 0.5], [-0.3, -0.4, -0.4]], "lumo_energy_ev": 0.679, "total_charge": 0, "energy_ha": -1035.734412, "gap_ev": 13.3, "smiles": "FC(F)(F)C(F)(F)Cl", "molar_mass_g_mol": 154.5}

[8]
{"formula": "C2ClF6NO2S2", "method": "ωB97M-V/def2-TZVPD", "elements": ["C", "C", "N", "O", "O", "F", "F", "F", "F", "F", "F", "S", "S", "Cl"], "positions_angstrom": [[1.391, 1.530, -0.045], [0.708, -1.469, -0.296], [-1.431, 0.607, 1.056], [-3.500, -0.599, 1.139], [-1.716, -0.905, -0.760], [1.908, 1.086, 1.053], [2.354, 1.575, -1.032], [0.907, 2.769, 0.082], [0.344, -1.763, 1.011], [0.217, -2.368, -1.045], [1.988, -1.394, -0.375], [-0.040, 0.296, -0.771], [-2.494, -0.134, 0.266], [-3.392, 1.258, -0.895]], "forces_ev_per_a": [[-0.4, -0.6, -2.7], [-1.6, 1.6, 3.4], [4.2, 1.3, -0.4], [-0.6, -1.0, 0.2], [-3.1, -1.4, 0.3], [0.3, 0.0, 0.8], [-0.7, -0.1, 1.0], [0.1, -1.1, 0.1], [0.7, 0.6, -1.8], [-0.2, -1.0, -1.4], [1.4, 0.1, -0.2], [0.1, 1.7, 3.8], [0.5, -0.3, -2.7], [-0.6, 0.2, -0.5]], "lumo_energy_ev": -2.797, "total_charge": 0, "energy_ha": -2137.021724, "gap_ev": 7.9, "molar_mass_g_mol": 283.6}